25
Properties=species:S:1:pos:R:3 method="wB97M-V/def2-TZVPD" smiles=c1ccc2c(c1)Cc1ccccc1N2 total_energy_ev=-15147.9247 total_charge=0 e_above_lowest_ev=1.803 gap_ha=0.3127
H -1.139 -3.480 0.008
C 1.211 -1.173 2.135
C 0.224 1.304 -0.236
C 1.180 -2.538 2.222
H -0.845 3.268 -3.344
C -0.435 -1.374 0.320
H 1.847 -3.218 2.690
H -2.283 -0.418 -0.012
H -1.532 -1.383 -1.450
H 0.781 4.324 -1.828
C -0.525 2.714 -2.431
N 0.509 0.855 1.084
C -1.350 -0.659 -0.659
H 1.876 -0.606 2.862
C -0.577 0.651 -1.180
C 0.398 3.265 -1.566
C -0.961 1.406 -2.269
C 0.261 -3.313 1.417
H -1.540 0.954 -3.001
H 0.974 3.103 0.622
C 0.582 2.685 -0.350
H 1.413 1.316 1.523
C -0.507 -2.732 0.508
C 0.319 -0.570 1.214
H 0.121 -4.380 1.722

***

31
Properties=species:S:1:pos:R:3 method="wB97M-V/def2-TZVPD" smiles="Cc1cc(=O)n2[nH]c(=O)c(/N=N/c3ccccc3)c2[nH]1" total_energy_ev=-25201.0552 total_charge=0 e_above_lowest_ev=3.255 gap_ha=0.2763
H 0.306 -0.273 3.080
C -2.854 -2.651 0.194
C -4.097 -3.315 0.267
C -3.478 -1.525 -1.845
N -1.171 -1.398 -0.904
C 3.264 0.936 0.445
N 1.246 -0.853 0.699
H 1.792 0.157 3.884
N -0.734 -0.719 -1.916
H -4.423 -3.834 1.151
C 1.342 -0.572 3.144
C -4.753 -2.148 -1.847
H -3.218 -0.779 -2.583
H -5.733 -3.852 -0.964
N 2.401 1.004 -2.065
C 2.952 0.454 1.817
C -4.909 -3.188 -0.886
N 2.526 0.598 -0.668
O 0.732 1.192 -3.618
H -2.277 -2.911 1.000
C 1.441 -0.202 -0.518
C -2.471 -1.889 -0.887
H 1.392 -1.616 3.420
C 0.562 -0.162 -1.626
C 1.182 0.675 -2.601
C 1.899 -0.357 1.840
H 0.286 -1.028 0.903
H 2.971 1.796 -2.401
H 3.318 1.046 2.597
H -5.622 -2.063 -2.556
O 3.921 1.989 0.499

***

34
Properties=species:S:1:pos:R:3 method="wB97M-V/def2-TZVPD" total_energy_ev=-49078.4756 total_charge=+2 spin_multiplicity=2 e_above_lowest_ev=0.000 gap_ha="0.2721 / 0.2087"
O 0.755 1.728 1.776
C 1.567 4.107 1.992
H -0.215 -0.676 -3.767
H 2.497 3.981 1.445
H 2.734 5.372 3.226
S -1.148 -2.733 3.573
N -0.722 -1.838 -1.190
C -0.592 -1.690 -3.717
N -0.621 -1.400 1.503
C -0.834 -2.432 -4.852
O 1.038 2.640 3.743
C -0.604 -1.319 2.803
H 1.629 4.396 4.008
C -0.855 -2.303 -2.497
H -1.501 -4.292 -5.701
H -1.968 -5.372 -3.534
H 0.834 4.543 1.320
C -1.074 -2.627 1.061
H -0.644 -1.995 -5.823
S 1.110 2.719 -0.692
C 0.729 1.624 0.395
C -1.589 -4.360 -3.581
H -1.821 -4.752 -0.695
N 1.787 4.993 3.188
C -1.106 -2.808 -0.387
C -1.325 -3.747 -4.784
C -1.341 -3.604 -2.440
N -1.486 -3.885 -1.083
H -1.785 -4.482 1.996
C -1.409 -3.472 2.062
C 1.100 2.775 2.561
H 1.131 5.775 3.221
H -0.279 -0.443 3.348
Au -0.072 -0.072 -0.291

***

39
Properties=species:S:1:pos:R:3 method="wB97M-V/def2-TZVPD" smiles=C[C@H](Nc1nc(N[C@H](C)C(F)(F)F)nc(-c2cncc(Cl)n2)n1)C(F)(F)F total_energy_ev=-52935.5193 total_charge=0 gap_ha=0.3242
C -1.981 -2.079 2.420
N -2.937 2.768 -3.343
H 2.574 2.191 0.022
F -4.342 -2.644 2.329
N 0.576 0.659 -0.817
C -1.117 1.757 -2.146
C -2.512 1.988 -2.343
H 4.289 2.066 -0.367
F 4.403 -1.942 -0.136
H 3.124 0.137 -1.270
H -1.221 -1.689 3.158
H -3.098 -0.866 0.951
C -1.174 -0.411 0.709
N -0.230 2.416 -2.944
N 2.163 -0.257 0.599
C 3.323 0.191 -0.186
C -1.372 -3.345 1.758
H -1.440 -4.199 2.465
F 5.651 -0.240 -0.665
H 2.291 -0.661 1.524
F 5.031 -0.466 1.418
H -2.445 3.975 -4.945
N -2.165 -1.054 1.347
N 0.039 -0.589 1.050
C 0.881 -0.044 0.231
F -3.137 -3.334 4.104
F -3.692 -1.179 3.813
H -1.938 -3.670 0.859
Cl 0.516 3.984 -4.963
C -0.690 3.207 -3.927
C -0.714 0.888 -1.014
H -0.296 -3.182 1.516
C 3.517 1.650 0.222
C 4.610 -0.629 0.132
H -3.252 1.476 -1.686
C -2.071 3.415 -4.101
H 3.797 1.741 1.290
C -3.324 -2.351 3.185
N -1.639 0.324 -0.248

***

32
Properties=species:S:1:pos:R:3 method="wB97M-V/def2-TZVPD" smiles="CSc1nnc(C)c(C/C=N/c2ccc(F)cc2F)n1" total_energy_ev=-35902.5533 total_charge=0 gap_ha=0.3150
C 3.887 -2.621 -2.346
H 0.663 -0.287 2.861
H 4.754 -3.061 -1.961
H -0.159 -1.892 2.479
C 0.169 -0.860 2.036
C 2.155 -0.882 -2.057
N 1.678 0.120 -1.144
H -4.973 4.373 3.600
C 3.454 -1.495 -1.756
H 3.891 -1.126 -0.843
S -4.509 2.664 1.842
H 0.875 1.919 0.595
C -4.093 3.786 3.290
H -3.759 3.146 4.114
C 1.459 -1.340 -3.206
N -2.186 1.774 0.920
C -3.275 1.398 1.594
N -2.149 -0.397 2.476
C 1.948 -2.562 -3.774
H 0.873 -0.986 1.170
C 3.088 -3.229 -3.245
F 3.426 -4.395 -3.669
H -3.274 4.416 3.041
C -1.061 1.113 0.950
C 0.054 1.473 0.042
C 0.368 0.359 -0.876
H 1.422 -2.962 -4.620
F 0.223 -0.816 -3.650
N -3.231 0.359 2.430
H -0.417 -0.169 -1.390
C -1.039 -0.040 1.765
H -0.262 2.218 -0.668

***

38
Properties=species:S:1:pos:R:3 method="wB97M-V/def2-TZVPD" total_energy_ev=-63681.2872 total_charge=-2 e_above_lowest_ev=0.000 gap_ha="0.1005 / 0.1007"
H -6.040 -0.914 1.912
H 1.502 -3.839 0.856
O -1.557 4.024 0.362
C -5.330 -2.092 0.189
N 2.745 1.934 -1.095
H 1.730 2.009 -1.204
N -2.869 -1.046 0.910
H 4.771 -1.270 0.185
C 3.433 0.775 -0.841
H -6.260 -2.540 -0.086
C 1.512 -0.968 -0.702
I -4.623 -2.556 -2.608
C 3.559 3.123 -1.333
H 4.302 2.911 -2.121
O -0.122 -0.457 3.418
C 3.716 -1.441 0.162
O 0.109 3.312 -1.319
C -0.824 -0.020 2.625
C -4.156 -2.411 -0.582
C 3.201 -2.581 0.723
H 0.791 -0.349 -1.238
H -3.828 -0.207 2.622
O -0.107 2.061 0.815
S -2.244 1.665 -1.047
Pd -1.616 0.556 0.870
H -1.973 -2.172 -0.651
H 3.853 -3.246 1.298
C -2.919 -1.888 -0.175
N 1.043 -2.161 -0.306
C -5.208 -1.297 1.319
C -3.961 -0.814 1.680
C 2.811 -0.490 -0.458
O 4.688 0.779 -0.917
O 2.826 4.257 -1.649
S -0.818 2.945 -0.228
C 1.870 -2.889 0.463
H 4.128 3.253 -0.370
H 1.866 4.042 -1.480

***

35
Properties=species:S:1:pos:R:3 method="wB97M-V/def2-TZVPD" total_energy_ev=-67061.5636 total_charge=0 gap_ha=0.2521
N -2.314 -0.468 3.201
H 2.261 2.511 -0.929
H 5.302 0.779 -2.067
C 0.657 1.980 0.207
S 0.069 -1.274 2.279
H 3.535 1.422 -2.455
C 2.560 0.523 -0.189
C 1.068 -0.964 -2.985
H -5.048 0.853 1.527
C -3.893 0.371 1.786
C 1.901 1.775 -0.441
S -0.245 0.136 -2.429
H 1.507 -0.564 -3.996
H 1.759 -1.501 -2.313
C 0.357 0.794 1.187
N -0.861 -2.383 -1.562
C -1.185 0.023 2.570
H 4.652 2.187 -1.075
H -2.171 -0.856 4.037
H -3.086 0.849 1.131
H 2.639 -1.483 0.671
O -4.261 -0.108 3.981
C -2.754 -1.313 -0.225
N -0.978 0.971 1.606
N -2.002 -0.582 -0.819
C 4.326 1.111 -1.657
C -1.145 -1.022 -1.579
C -3.608 0.138 3.016
S -2.220 -2.826 -0.827
S -4.120 -1.404 0.803
O 3.601 0.175 -0.867
H 0.467 -1.904 -3.537
H 0.119 2.697 -0.027
C 2.100 -0.317 0.686
C 1.011 -0.324 1.290